(1)
{
  "formula": "C26H73N5O8",
  "method": "wB97M-V/def2-TZVPD",
  "symbols": ["C", "O", "C", "C", "C", "N", "H", "H", "H", "H", "H", "H", "H", "H", "H", "H", "H", "C", "O", "C", "C", "C", "N", "H", "H", "H", "H", "H", "H", "H", "H", "H", "H", "H", "C", "O", "C", "C", "C", "N", "H", "H", "H", "H", "H", "H", "H", "H", "H", "H", "H", "C", "O", "C", "C", "C", "N", "H", "H", "H", "H", "H", "H", "H", "H", "H", "H", "H", "C", "O", "C", "C", "C", "N", "H", "H", "H", "H", "H", "H", "H", "H", "H", "H", "H", "C", "C", "O", "H", "H", "H", "H", "H", "H", "C", "C", "O", "H", "H", "H", "H", "H", "H", "C", "C", "O", "H", "H", "H", "H", "H", "H"],
  "positions_angstrom": [[13.3029, -21.0187, 12.2166], [13.4428, -21.8840, 13.3151], [14.1059, -21.4591, 14.4439], [13.7450, -22.4305, 15.5739], [14.0015, -23.8333, 15.0848], [12.3631, -22.3004, 15.9818], [14.0426, -20.2386, 12.0365], [12.4159, -20.3955, 12.3311], [13.2128, -21.5967, 11.2969], [15.1246, -21.3594, 14.0693], [13.7016, -20.4718, 14.6674], [14.3437, -22.1605, 16.4438], [13.6598, -24.5202, 15.8591], [15.0857, -23.8153, 14.9743], [13.4245, -24.1378, 14.2117], [11.7085, -22.6703, 15.3074], [12.1141, -21.3343, 16.1394], [11.6602, -16.4664, 18.0462], [11.8125, -16.3806, 19.5056], [12.4260, -17.5828, 19.9643], [12.9142, -17.2705, 21.4590], [13.8460, -16.0690, 21.5156], [13.6979, -18.4095, 21.8968], [11.0249, -17.2997, 17.7461], [12.5928, -16.7682, 17.5693], [11.4244, -15.5682, 17.4755], [11.7638, -18.4467, 19.9073], [13.2477, -17.8381, 19.2951], [12.1097, -17.0784, 22.1690], [13.3582, -15.1028, 21.3870], [14.6654, -16.1670, 20.8035], [14.1984, -16.0632, 22.5470], [14.1136, -18.1871, 22.7901], [14.4622, -18.4827, 21.2406], [13.0602, -5.0249, 9.8342], [13.2175, -4.7036, 11.1772], [13.5585, -3.3412, 11.4357], [14.1599, -3.1768, 12.7159], [13.1587, -3.1914, 13.8919], [14.9526, -1.9452, 12.8220], [12.1854, -4.5336, 9.4083], [12.9595, -6.0844, 9.5988], [13.9670, -4.6782, 9.3386], [14.3370, -2.9771, 10.7653], [12.7308, -2.6459, 11.2955], [14.8394, -4.0290, 12.7095], [13.5274, -3.4044, 14.8953], [12.5880, -4.0837, 13.6347], [12.5399, -2.3202, 14.1067], [15.2167, -1.8459, 13.7918], [15.8685, -2.0760, 12.4170], [4.6538, -20.0222, 0.5195], [4.5850, -18.7190, 1.1292], [5.5899, -18.3814, 2.1501], [5.0258, -17.3801, 3.2362], [5.8249, -17.6429, 4.5314], [3.5451, -17.5445, 3.3817], [3.9146, -20.1293, -0.2744], [4.5044, -20.8205, 1.2464], [5.6697, -20.2037, 0.1687], [5.9797, -19.3206, 2.5426], [6.3086, -17.7896, 1.5833], [5.0036, -16.3448, 2.8959], [5.7649, -18.7108, 4.7413], [5.5850, -17.0252, 5.3969], [6.8826, -17.4765, 4.3271], [3.4247, -18.5426, 3.2844], [3.0795, -17.1349, 2.5845], [8.1935, -5.6887, 5.3706], [8.4537, -6.9849, 5.8372], [7.4228, -8.0218, 5.6457], [7.8812, -9.3483, 6.2931], [8.0369, -9.2936, 7.8263], [9.1621, -9.7438, 5.7616], [8.1419, -5.7770, 4.2854], [9.0056, -5.0274, 5.6725], [7.3041, -5.3547, 5.9049], [6.5456, -7.6840, 6.1975], [7.1683, -8.0885, 4.5879], [7.1058, -10.0917, 6.1082], [8.8915, -9.8065, 8.2675], [7.0603, -9.5547, 8.2337], [8.2551, -8.2504, 8.0550], [9.6620, -8.8751, 5.6371], [8.9978, -10.2216, 4.8870], [12.1641, -19.8189, 4.8531], [12.4687, -20.9450, 3.9862], [13.3830, -20.5948, 2.9259], [13.0128, -19.5781, 5.4933], [11.3621, -20.1141, 5.5297], [12.0635, -18.8638, 4.3375], [11.4968, -21.2104, 3.5700], [12.8288, -21.7323, 4.6484], [13.6286, -21.4265, 2.5142], [11.0375, -14.6524, 9.9568], [11.8790, -14.6121, 8.7253], [12.5197, -13.3403, 8.5523], [11.2755, -13.9312, 10.7386], [11.0688, -15.6942, 10.2758], [10.0014, -14.5512, 9.6339], [11.2075, -14.9237, 7.9252], [12.6553, -15.3771, 8.7371], [11.9186, -12.7714, 8.0658], [18.3350, -11.4396, 4.3155], [17.5192, -10.2971, 5.0004], [17.3183, -10.6954, 6.3139], [17.9515, -12.4591, 4.2757], [19.3120, -11.5087, 4.7938], [18.6146, -11.2370, 3.2816], [16.6633, -10.0732, 4.3638], [17.9451, -9.2988, 5.1005], [16.8542, -11.5341, 6.3663]],
  "forces_ev_per_angstrom": [[-0.58, 0.59, 0.00], [-1.21, -1.12, -2.00], [-0.22, 1.04, -0.45], [-0.41, 0.57, -0.84], [0.17, -0.16, 1.16], [-0.44, 0.17, 0.38], [0.96, -0.38, 0.43], [-0.56, -0.17, 0.05], [-0.03, -0.14, 0.19], [0.77, -0.02, 1.16], [0.29, 0.48, 0.56], [0.29, -0.30, 0.02], [0.51, -0.14, 0.22], [-0.02, -1.00, -0.47], [0.42, 0.53, -0.28], [0.14, -0.04, -0.24], [-0.07, 0.11, 0.10], [0.82, -0.82, 0.40], [-0.26, -0.19, -2.33], [-0.13, 1.20, 1.79], [0.53, -0.09, -1.78], [-0.66, 0.67, 0.20], [-0.44, -0.83, 0.00], [-0.69, 0.17, 0.31], [0.67, 0.02, 0.36], [-0.56, 0.35, 1.02], [-0.39, 0.02, 0.29], [0.63, 0.11, 0.23], [-0.41, -0.32, -0.38], [-0.10, -0.03, -0.34], [0.10, 0.02, 0.10], [0.50, 0.14, -0.05], [0.08, -0.15, 0.16], [0.31, -0.27, 0.01], [0.34, 0.72, -0.88], [-0.07, 0.07, 1.44], [-1.10, 0.38, -3.10], [1.33, 0.50, 3.82], [0.06, -1.54, -0.05], [0.30, 0.27, -0.10], [-0.09, 0.22, -0.17], [0.04, -0.12, 0.82], [-0.02, 0.05, -0.62], [0.07, -0.28, -0.78], [-0.53, -0.15, -0.15], [0.00, -0.48, 0.98], [0.87, -0.18, -0.16], [-0.82, 0.20, 0.37], [-0.08, 0.19, -1.06], [-0.38, 0.21, 0.36], [0.09, -0.04, -0.69], [0.97, 0.54, 1.11], [-0.33, -0.13, 0.40], [-1.11, 0.85, -1.62], [-1.57, -0.68, -0.29], [0.06, 0.16, -0.85], [1.10, -0.73, 0.91], [0.13, 0.41, 0.10], [-0.39, -0.04, 0.31], [0.05, 0.08, -0.57], [0.20, 0.19, 0.33], [0.76, -0.48, 0.21], [1.27, 0.04, -0.08], [-0.29, 0.04, 0.42], [-0.40, -0.13, -0.18], [0.16, 0.12, -0.12], [-0.74, -0.21, 0.10], [0.12, -0.05, -0.17], [-0.34, -0.86, 0.30], [0.39, -2.22, 0.59], [0.37, 1.51, 1.26], [0.53, 0.18, 0.51], [-0.67, 1.64, -0.32], [-0.01, -0.70, -0.40], [-0.48, 0.79, -0.16], [0.16, -0.24, -0.11], [-0.43, 0.49, -0.64], [-0.39, 0.15, -0.09], [0.14, -0.29, -0.14], [0.11, -0.11, -0.49], [-0.40, -0.65, -0.47], [0.29, -0.05, 0.63], [-0.24, 0.21, 0.36], [0.47, -0.11, -0.44], [0.51, 0.25, -0.36], [1.12, 1.90, 1.49], [-0.23, -0.53, -1.16], [-0.38, -0.34, 0.92], [0.24, -0.24, 0.27], [-0.29, 0.47, -0.21], [-0.91, -0.18, -0.25], [0.08, -0.67, -0.42], [0.23, -0.45, -0.44], [0.13, 0.04, -0.20], [-1.02, -0.89, 0.08], [0.68, 0.30, -0.18], [-0.27, -0.56, -0.47], [0.20, -0.27, -0.09], [0.07, 0.06, 0.74], [-0.19, 0.54, 0.38], [0.26, 0.42, -0.63], [0.28, 0.25, 0.17], [-0.02, 0.16, -0.01], [1.41, 1.27, -0.53], [0.55, -1.25, -1.23], [-0.89, 0.23, 1.26], [-0.78, 0.27, 0.51], [-0.02, -0.08, 0.35], [-0.30, 0.35, -0.24], [-0.87, -0.41, 0.40], [0.98, -0.33, -0.34], [-0.07, -0.05, -0.17]],
  "lowdin_charge": [-0.11, -0.22, -0.23, -0.44, -0.07, 0.04, 0.08, 0.08, 0.09, 0.13, 0.12, 0.14, 0.08, 0.09, 0.08, 0.07, 0.07, -0.09, -0.19, -0.19, -0.41, -0.08, 0.01, 0.08, 0.07, 0.08, 0.12, 0.11, 0.14, 0.07, 0.08, 0.07, 0.06, 0.06, -0.12, -0.17, -0.25, -0.47, -0.05, 0.04, 0.09, 0.09, 0.08, 0.12, 0.14, 0.15, 0.07, 0.07, 0.08, 0.06, 0.07, -0.10, -0.24, -0.15, -0.39, -0.07, 0.02, 0.09, 0.08, 0.08, 0.11, 0.12, 0.13, 0.07, 0.07, 0.07, 0.06, 0.06, -0.11, -0.24, -0.15, -0.44, -0.06, 0.03, 0.09, 0.09, 0.09, 0.12, 0.12, 0.13, 0.07, 0.07, 0.07, 0.07, 0.07, -0.12, -0.35, -0.07, 0.07, 0.08, 0.08, 0.11, 0.11, 0.08, -0.10, -0.33, -0.07, 0.08, 0.07, 0.07, 0.11, 0.11, 0.08, -0.09, -0.33, -0.07, 0.07, 0.07, 0.06, 0.10, 0.11, 0.09],
  "de_lowest_kcal_mol": 108.6,
  "homo_lumo_gap_ha": 0.3525,
  "smiles": "COC[C@H](C)N.COC[C@H](C)N.COC[C@H](C)N.COC[C@H](C)N.COC[C@H](C)N.CCO.CCO.CCO",
  "charge": 0,
  "energy_ha": -1909.80515,
  "spin_multiplicity": 1,
  "homo_ev": -9.245,
  "largest_force_ev_per_a": 4.1
}

=====

(2)
{
  "formula": "C26H74N2O10",
  "method": "wB97M-V/def2-TZVPD",
  "symbols": ["C", "C", "C", "O", "H", "H", "H", "H", "H", "H", "H", "H", "C", "C", "C", "O", "H", "H", "H", "H", "H", "H", "H", "H", "C", "C", "C", "O", "H", "H", "H", "H", "H", "H", "H", "H", "C", "C", "C", "O", "H", "H", "H", "H", "H", "H", "H", "H", "C", "C", "C", "O", "H", "H", "H", "H", "H", "H", "H", "H", "C", "C", "C", "O", "C", "N", "H", "H", "H", "H", "H", "H", "H", "H", "H", "H", "H", "C", "C", "C", "O", "C", "N", "H", "H", "H", "H", "H", "H", "H", "H", "H", "H", "H", "C", "O", "H", "H", "H", "H", "C", "O", "H", "H", "H", "H", "C", "O", "H", "H", "H", "H"],
  "positions_angstrom": [[-17.5746, 6.6522, -3.7210], [-18.9655, 6.7481, -3.0034], [-19.3814, 5.3415, -2.4474], [-18.8263, 7.5157, -1.8750], [-17.2280, 7.6669, -3.9166], [-17.6753, 6.2037, -4.7093], [-16.9209, 6.0809, -3.0618], [-19.7031, 7.1646, -3.6894], [-20.3735, 5.4661, -2.0134], [-18.7379, 4.9550, -1.6571], [-19.4015, 4.6658, -3.3024], [-19.7068, 7.5717, -1.4967], [-15.0763, 5.7546, -7.5597], [-15.4000, 5.4004, -9.0384], [-14.2649, 4.7056, -9.7728], [-16.4798, 4.5862, -8.9822], [-14.4914, 6.6744, -7.5622], [-14.5675, 4.9362, -7.0503], [-15.8774, 6.0368, -6.8766], [-15.6946, 6.2560, -9.6462], [-14.2356, 3.6610, -9.4631], [-13.2962, 5.1529, -9.5500], [-14.4072, 4.6445, -10.8517], [-16.2371, 3.7649, -8.5485], [-16.8382, 5.8747, -12.0357], [-17.7876, 5.9071, -13.1802], [-17.6032, 4.6692, -14.0428], [-19.1007, 5.9081, -12.7963], [-15.8209, 5.8292, -12.4243], [-16.9592, 4.9507, -11.4703], [-16.9527, 6.6880, -11.3190], [-17.5925, 6.7347, -13.8622], [-18.2934, 4.7321, -14.8841], [-17.9584, 3.7755, -13.5298], [-16.6064, 4.5150, -14.4560], [-19.1981, 5.1382, -12.2312], [-10.9774, 5.1414, -7.9263], [-10.7082, 3.6615, -7.7358], [-9.2500, 3.3188, -7.9686], [-10.8520, 3.4181, -6.3270], [-10.1868, 5.7732, -7.5213], [-11.9574, 5.4110, -7.5327], [-11.0332, 5.3267, -8.9990], [-11.3742, 3.0623, -8.3567], [-9.1199, 2.2371, -7.9339], [-8.5317, 3.7601, -7.2776], [-8.9819, 3.5846, -8.9911], [-10.3945, 4.0920, -5.8190], [-13.5400, 5.0407, -14.0693], [-12.1863, 4.9413, -14.7743], [-12.1875, 4.1470, -16.0518], [-11.7903, 6.2298, -15.1230], [-13.8233, 4.0629, -13.6798], [-14.3857, 5.3848, -14.6647], [-13.4634, 5.7245, -13.2240], [-11.4980, 4.6765, -13.9717], [-11.3234, 4.4100, -16.6621], [-13.0134, 4.4195, -16.7089], [-12.2064, 3.0661, -15.9128], [-10.9588, 6.2652, -15.6015], [-13.5827, 8.6921, -11.2346], [-12.5318, 9.6681, -10.5716], [-11.7729, 9.0626, -9.3323], [-12.6020, 8.8293, -8.2580], [-11.8701, 8.5874, -7.0704], [-11.5590, 10.0776, -11.6284], [-14.1494, 9.2034, -12.0128], [-14.2138, 8.2455, -10.4662], [-13.1553, 7.8728, -11.8126], [-13.0532, 10.5778, -10.2738], [-11.0099, 9.7301, -8.9318], [-11.1690, 8.2152, -9.6570], [-11.0079, 7.9283, -7.1717], [-12.5729, 8.1111, -6.3868], [-11.5062, 9.5329, -6.6682], [-12.0162, 10.6491, -12.3244], [-11.2089, 9.2278, -12.0471], [-20.7865, 7.8068, -9.6537], [-19.5038, 7.4704, -8.8081], [-19.6164, 7.8960, -7.2811], [-19.6870, 9.2653, -6.9703], [-19.6290, 9.5264, -5.5792], [-19.2390, 6.0476, -8.8547], [-20.7872, 7.2277, -10.5772], [-20.8362, 8.8666, -9.9038], [-21.7105, 7.5586, -9.1316], [-18.6719, 7.9714, -9.3032], [-18.7588, 7.4848, -6.7487], [-20.4536, 7.3473, -6.8498], [-18.7519, 9.2141, -5.0124], [-20.5410, 9.2184, -5.0679], [-19.5940, 10.6143, -5.5198], [-18.2424, 6.0137, -8.6939], [-19.3488, 5.7090, -9.7999], [-13.4014, 6.7565, -3.9137], [-14.6735, 7.3620, -4.1074], [-13.0660, 6.0654, -4.6871], [-12.6978, 7.5890, -3.9210], [-13.4403, 6.2297, -2.9603], [-14.6531, 7.8643, -4.9252], [-16.1391, 1.1668, -8.0255], [-15.7641, 2.3678, -7.4086], [-15.2792, 0.7607, -8.5582], [-16.5178, 0.4094, -7.3392], [-16.9467, 1.3666, -8.7298], [-14.8541, 2.2032, -7.1509], [-19.2278, 3.0311, -10.4020], [-19.9817, 4.0666, -11.0194], [-19.3674, 2.9448, -9.3245], [-19.4015, 2.0668, -10.8796], [-18.1490, 3.1867, -10.4010], [-20.8853, 4.0072, -10.7008]],
  "forces_ev_per_angstrom": [[-1.65, 0.60, 0.54], [1.52, -2.74, -0.26], [-0.42, 0.84, -1.47], [0.19, 1.94, 0.88], [0.37, -0.08, 0.39], [-0.02, -0.47, 0.10], [0.29, 0.26, -0.36], [-0.32, -0.11, -0.15], [-0.21, -0.35, -0.09], [0.32, 0.32, -0.26], [-0.27, -0.46, 0.23], [0.04, 0.21, 0.43], [0.90, 1.13, -0.54], [1.43, 0.92, 1.13], [0.47, -0.23, 0.17], [-3.39, -1.29, -1.02], [0.77, -0.17, 0.13], [0.30, 0.04, -0.17], [-0.79, -0.31, -0.55], [0.07, 0.41, 0.36], [0.15, -0.10, 0.33], [-0.03, 0.06, -0.14], [-0.12, 0.38, -0.01], [0.16, -0.48, 0.56], [0.64, -0.23, 0.48], [1.30, -0.77, -1.71], [-0.27, -0.41, -0.82], [-1.55, 1.04, 0.88], [0.14, 0.33, 0.18], [-0.15, -0.20, 0.08], [0.04, 0.34, -0.21], [-0.16, 0.48, 0.36], [0.07, 0.21, -0.17], [0.36, -0.18, 0.39], [0.07, -0.01, 0.23], [-0.57, -0.25, 0.04], [-0.44, -0.18, -1.26], [1.93, 1.52, 2.05], [0.05, -0.75, -1.78], [-1.66, -1.20, 0.28], [-0.03, -0.11, 0.18], [0.07, 0.07, 0.26], [0.15, 0.33, -0.18], [-0.14, -0.24, 0.52], [0.00, -0.05, 0.25], [-0.37, 0.27, 0.07], [0.32, 0.20, -0.12], [0.12, 0.13, -0.28], [-0.11, -0.12, 0.12], [-0.40, 0.40, 0.22], [0.08, -0.86, -0.37], [-0.35, 2.35, 0.01], [0.07, -0.14, 0.06], [0.27, 0.09, -0.46], [0.13, 0.02, 0.08], [0.28, -1.15, -0.25], [0.35, -0.24, 0.23], [-0.34, 0.09, 0.34], [0.01, -0.03, 0.03], [0.01, -0.38, 0.03], [0.52, 0.30, 0.74], [0.16, -0.76, -1.03], [0.72, 1.42, -1.43], [-0.97, -1.21, 0.49], [-0.53, 0.14, 0.14], [-0.05, -0.26, 1.51], [-0.33, 0.36, 0.40], [-0.37, 0.09, -0.08], [0.67, -0.15, 0.34], [-0.03, -0.09, 0.27], [0.23, 0.78, -0.71], [-0.28, -0.77, -0.06], [-0.02, -0.15, -0.42], [0.12, 0.14, 0.19], [-0.01, 0.12, 0.19], [0.00, -0.14, -0.10], [0.10, 0.10, -0.41], [0.62, -0.17, 0.48], [-4.25, 0.36, 0.89], [0.79, -0.16, 0.68], [0.25, -0.81, -1.23], [-0.42, 1.33, 0.33], [2.20, 3.54, -1.45], [0.19, 0.11, -0.17], [0.17, -0.07, 0.07], [0.14, -0.02, 0.29], [0.93, 0.00, 0.03], [0.49, -0.23, -0.08], [-0.53, 0.00, -0.26], [0.22, -0.70, -0.49], [-0.04, -0.31, -0.02], [-0.15, 0.01, -0.01], [0.90, -1.76, 1.38], [-1.20, -1.44, -0.66], [0.13, 0.85, 0.02], [-0.35, -0.59, -0.28], [-0.41, -0.23, -0.25], [0.58, -0.29, 0.52], [0.16, 0.21, -0.06], [0.05, 0.06, -0.05], [-0.43, -0.87, -0.72], [0.26, 0.33, 0.34], [-0.18, -0.23, -0.23], [0.11, 0.08, 0.29], [0.07, 0.06, -0.13], [0.15, 0.53, 0.41], [0.72, -1.00, 0.56], [0.48, 0.17, 0.69], [-0.80, 0.01, 0.12], [-0.21, 0.03, 0.05], [-0.01, 0.67, -0.84], [-0.22, -0.11, -0.21]],
  "mulliken_spin": [0.00, 0.00, 0.00, 0.00, 0.00, 0.00, 0.00, 0.00, 0.00, 0.00, 0.00, 0.00, 0.00, 0.00, 0.00, -0.01, 0.00, 0.00, 0.00, 0.01, 0.00, 0.00, 0.00, 0.00, 0.00, 0.00, 0.00, 0.00, 0.00, 0.00, 0.00, 0.00, 0.00, 0.00, 0.00, 0.00, 0.00, 0.00, 0.00, 0.00, 0.00, 0.00, 0.00, 0.00, 0.00, 0.00, 0.00, 0.00, 0.00, 0.00, 0.00, 0.00, 0.00, 0.00, 0.00, 0.00, 0.00, 0.00, 0.00, 0.00, 0.00, 0.00, 0.00, 0.00, 0.00, 0.00, 0.00, 0.00, 0.00, 0.00, 0.00, 0.00, 0.00, 0.00, 0.00, 0.00, 0.00, 0.01, -0.02, 0.11, 0.00, 0.00, 0.80, 0.00, 0.00, 0.00, 0.11, -0.02, 0.00, 0.00, 0.00, 0.00, 0.00, 0.01, 0.00, 0.00, 0.00, 0.00, 0.00, 0.00, 0.00, 0.00, 0.00, 0.00, 0.00, 0.00, 0.00, 0.00, 0.00, 0.00, 0.00, 0.00],
  "s_squared": 0.754,
  "homo_lumo_gap_ha": [0.3200, 0.1021],
  "charge": 1,
  "energy_ha": -1896.41514,
  "spin_multiplicity": 2,
  "homo_ev": [-10.919, -10.919],
  "largest_force_ev_per_a": 4.4
}